No. 1
DFT (ωB97M-V with the def2-TZVPD basis set) results for a structure of composition C5H12OS2 at a distorted geometry.

```
20
Properties=species:S:1:pos:R:3:forces:R:3:nbo_charge:R:1
C 2.6999 0.6720 -0.4161 0.733 -0.088 -3.773 -0.612
C 2.1173 -0.7622 -0.2320 2.089 -1.423 0.497 -0.402
C 0.5569 -1.0326 0.0577 3.229 -0.062 3.627 -0.436
C 0.0544 -0.1249 1.2344 1.547 0.975 4.402 -0.631
C -3.7940 0.2883 -0.6719 -0.803 2.008 0.311 -0.816
H 2.5626 1.2211 -1.5194 -0.248 -1.454 2.954 0.205
H 3.8521 0.6363 -0.3403 -1.951 0.133 0.379 0.213
H 2.1921 1.1975 0.3632 0.374 1.182 0.257 0.205
H 2.9621 -1.0979 0.5913 -3.008 0.118 -1.056 0.202
H 2.3657 -1.5190 -1.0133 -0.032 0.953 0.007 0.210
H 0.5494 -2.1193 0.4075 -0.411 1.435 -0.579 0.226
H -0.1038 -0.8735 -0.7366 -0.407 0.116 -1.609 0.234
H 0.0052 -0.6618 2.3893 -0.200 1.226 -3.477 0.245
H 0.7510 0.9261 1.5449 -1.762 -3.307 -1.211 0.242
H -4.6660 0.2546 0.1760 1.539 0.497 -2.899 0.237
H -4.1638 0.0417 -1.9651 1.304 1.026 4.514 0.271
H -3.0909 1.4738 -0.4286 -2.919 -3.376 -1.683 0.237
O -0.7762 1.6028 -0.2804 -1.125 0.008 -0.386 -0.933
S -1.4392 0.7998 0.7772 1.341 -1.083 0.218 1.150
S -2.6347 -0.9229 0.0621 0.710 1.116 -0.494 -0.046
```
Forces are in eV/Å.

Calculated values
LUMO energy   -0.1 eV
DFT total energy   -1069.105891 hartree
2S+1   1
HOMO-LUMO gap   9.0 eV
Energy relative to the best compared isomer or geometry (same formula, charge and spin)   562.6 kJ/mol

No. 2
DFT (ωB97M-V with the def2-TZVPD basis set) results for a cluster of 2 separate species, C3H5NO in total at a distorted geometry.

```
10
Properties=species:S:1:pos:R:3:forces:R:3:nbo_charge:R:1
C 1.1207 -1.4155 -2.3021 1.439 2.580 0.150 -0.717
C 0.4461 -0.7344 -1.2039 0.515 -2.028 -0.256 0.282
N -0.1112 -0.3136 -0.3070 -0.699 0.896 0.984 -0.325
H 0.4146 -1.4946 -3.0784 -0.619 0.003 -1.294 0.248
H 1.6141 -2.3579 -2.1894 -0.034 -0.509 0.935 0.259
H 1.9172 -0.6509 -2.5312 -0.603 -0.965 -0.562 0.253
C -2.5479 2.0950 -1.0841 -1.201 1.843 1.483 0.249
O -2.4357 2.4426 0.0654 0.102 0.899 -0.195 -0.490
H -2.9727 2.7985 -1.8624 0.646 -0.680 0.279 0.110
H -2.3918 1.0711 -1.1958 0.455 -2.038 -1.524 0.131
```
Forces are in eV/Å.

Calculated values
SMILES string   CC#N.C=O
LUMO energy   0.6 eV
DFT total energy   -247.242210 hartree
2S+1   1
HOMO-LUMO gap   10.4 eV
Energy relative to the best compared isomer or geometry (same formula, charge and spin)   170.7 kJ/mol

No. 3
DFT (ωB97M-V with the def2-TZVPD basis set) results for a cluster of 13 separate species, C18H62O16 in total at a distorted geometry.

```
96
Properties=species:S:1:pos:R:3:forces:R:3:mulliken_spin:R:1
C -0.9196 2.6492 3.4435 0.681 1.257 -0.879 0.057
O -1.0534 1.5844 4.3304 -0.346 -0.726 0.024 -0.059
H -1.3404 2.5147 2.4470 -0.485 -0.401 -0.016 0.009
H -1.3530 3.5598 3.8570 0.087 0.220 -0.039 0.012
H 0.1286 2.8189 3.1973 0.135 0.042 0.499 0.001
H -1.9825 1.3507 4.2693 -0.052 -0.371 0.358 0.025
C 2.8003 4.6956 -2.1809 -0.893 -0.098 -0.129 0.028
O 2.4797 3.6824 -1.2526 0.685 -0.150 0.864 -0.002
H 3.4092 5.4798 -1.7310 0.091 -0.272 0.041 -0.004
H 3.2641 4.2539 -3.0628 0.297 0.233 -0.092 0.001
H 1.8346 5.1138 -2.4652 0.171 0.584 -0.457 -0.002
H 1.7068 3.2496 -1.6224 -0.284 -0.234 -0.164 -0.001
C -1.7867 -4.7547 -0.9799 -0.731 -1.019 0.409 0.881
O -1.0912 -3.6000 -0.5481 -0.613 0.206 -1.072 -0.430
H -1.2177 -5.6744 -0.8441 0.338 0.084 -0.044 -0.143
H -2.7148 -4.9174 -0.4320 -0.108 0.216 0.478 -0.023
H -2.1361 -4.7436 -2.0123 0.609 0.655 -0.225 0.077
H -0.6163 -3.8085 0.2598 0.424 -0.117 0.527 0.279
C -0.4138 3.2388 -3.8481 -0.026 0.024 -0.008 0.142
O 0.3809 2.7162 -2.7836 -0.272 -0.057 -0.218 -0.160
H -1.2904 2.6410 -4.0976 -0.077 -0.335 0.414 0.018
H -0.7774 4.2075 -3.5050 0.168 0.027 -0.163 0.007
H 0.1417 3.3208 -4.7823 0.269 0.310 0.087 -0.022
H 0.8286 1.9115 -3.0550 -0.089 -0.230 -0.223 0.032
C 0.6803 -3.9352 3.1098 -1.608 -1.072 1.209 1.038
O 0.7259 -3.8457 1.6924 0.239 1.265 0.379 -2.830
H 1.5033 -4.4028 3.6502 0.660 0.418 -0.701 -0.077
H 0.3869 -3.0211 3.6259 0.367 0.430 -0.573 0.391
H -0.1365 -4.6202 3.3370 -0.316 -0.155 0.169 -0.304
H 1.3133 -4.5521 1.4137 0.570 -0.829 -0.536 1.277
C 3.3083 -1.7015 3.6843 -0.088 1.032 -0.232 0.149
O 3.4746 -2.6958 4.6560 -0.291 -1.110 0.218 -0.177
H 3.5541 -2.0352 2.6761 0.688 -0.302 0.380 0.020
H 2.2903 -1.3443 3.5284 -0.333 -0.051 0.527 0.041
H 3.9178 -0.8667 4.0301 0.123 0.408 -0.771 0.021
H 3.0648 -2.3856 5.4668 -0.017 -0.020 0.018 0.016
C -3.0604 -2.8623 2.4043 0.791 0.312 -1.396 0.077
O -4.4548 -2.9109 2.6328 0.366 0.139 0.374 -0.192
H -2.4788 -3.7165 2.7510 -0.267 -0.149 0.247 0.051
H -2.8925 -2.7849 1.3301 -0.280 -0.514 -0.225 0.100
H -2.5475 -1.9483 2.7037 -0.264 0.263 0.855 0.080
H -4.5591 -2.8084 3.5816 -0.293 -0.051 0.106 0.023
C 4.1751 0.8001 -0.0244 0.781 0.081 -0.030 0.002
O 4.2813 -0.3656 0.7918 -0.270 0.868 -0.775 0.011
H 5.2005 1.1072 -0.2304 -0.067 0.356 0.131 0.000
H 3.7100 0.6862 -1.0036 -0.147 -0.738 -0.193 0.019
H 3.5925 1.6041 0.4252 0.268 0.128 0.425 0.010
H 3.3571 -0.5895 0.9233 -0.533 -0.710 0.375 0.011
C -3.7417 -0.0275 0.0473 -0.663 0.388 1.001 -0.099
C -3.6835 1.3548 0.7488 0.536 -1.457 0.713 -0.006
O -2.9453 2.2469 -0.0139 0.990 1.000 -0.962 -0.026
O -4.6432 0.0174 -1.0129 -0.843 0.190 -0.670 -0.034
H -4.0723 -0.7858 0.7572 -0.170 0.000 0.037 0.013
H -2.8055 -0.3813 -0.3845 0.643 0.422 0.644 0.076
H -3.1607 1.2283 1.6968 0.149 0.060 0.104 0.076
H -4.6216 1.8643 0.9691 -0.586 -0.848 0.008 -0.014
H -3.4746 2.4113 -0.7977 0.112 0.226 -0.314 0.010
H -4.1594 0.4535 -1.7181 -0.101 -0.192 -0.680 0.017
C -1.9655 -1.8387 -3.4060 1.736 0.798 -0.569 -0.007
C -1.5926 -0.3837 -3.0696 -0.347 -0.657 -0.675 -0.035
O -2.7720 0.3499 -3.3052 -0.783 1.359 0.452 -0.127
O -0.8433 -2.6386 -3.1730 -0.035 -0.593 0.191 -0.090
H -2.0773 -1.9384 -4.4857 -0.706 0.336 -0.105 0.025
H -2.8858 -2.1040 -2.8857 0.020 -0.195 0.132 0.008
H -0.8086 0.0359 -3.6999 0.295 -0.454 -0.229 0.055
H -1.2194 -0.2605 -2.0529 -0.440 -0.052 0.237 0.083
H -2.7807 0.6236 -4.2253 -0.108 -0.038 0.018 0.035
H -0.8463 -2.8427 -2.2349 0.476 -0.329 0.670 0.063
C -0.4661 4.6598 -0.3865 -0.941 1.324 -1.046 -0.022
C -1.6864 5.5499 -0.0144 0.679 -1.202 0.307 0.025
O -2.5313 4.9068 0.9397 0.435 0.955 -0.268 0.000
O 0.4508 4.6066 0.6227 0.699 0.184 2.171 -0.002
H -0.0125 5.2368 -1.1924 0.028 -0.183 -0.846 -0.005
H -0.6686 3.6359 -0.7009 -0.775 0.104 -0.395 0.006
H -2.2460 5.8371 -0.9046 -0.121 -0.285 -0.367 -0.003
H -1.2762 6.4896 0.3553 -0.085 -0.080 0.542 0.001
H -2.5221 3.9930 0.6458 -0.376 -0.585 0.177 0.010
H 1.2259 4.1451 0.2943 0.405 -0.039 -0.116 0.001
C 0.6566 1.0574 0.4168 -0.314 0.348 0.229 0.151
C 0.3489 -0.3278 0.9143 0.644 -1.618 -0.557 -0.856
O 1.5627 -1.1298 1.0503 -0.337 1.716 -0.168 1.108
H 1.2809 1.6227 1.1087 0.083 -0.013 -0.066 -0.011
H -0.2839 1.5941 0.2919 -0.201 0.089 0.264 0.034
H 1.0804 1.0787 -0.5872 0.396 -0.359 0.106 0.001
H -0.2687 -0.8260 0.1671 -0.199 -0.107 -0.198 0.056
H -0.2273 -0.3931 1.8372 0.135 0.514 0.279 -0.083
H 1.3489 -2.0498 1.2224 -0.389 -0.613 0.113 -0.037
C 2.6274 -3.0321 -1.4362 0.570 -0.793 0.124 -0.347
C 4.1127 -3.4604 -1.3281 -1.505 1.268 0.497 0.281
O 4.7964 -3.0582 -2.5086 0.227 -0.529 0.005 -0.072
H 2.2049 -3.5376 -2.3046 -0.157 0.207 -0.112 -0.058
H 2.4201 -1.9623 -1.4618 0.455 0.031 -0.220 0.087
H 2.0835 -3.4013 -0.5668 0.049 -0.156 0.053 0.237
H 4.1541 -4.5338 -1.1429 0.061 -0.164 -0.246 -0.105
H 4.5759 -2.9536 -0.4815 -0.025 -0.012 0.251 0.101
H 5.6704 -3.4269 -2.3613 0.326 0.191 -0.465 -0.002
```
Forces are in eV/Å.

Calculated values
LUMO energy (alpha / beta)   1.8 / 1.8 eV
Charge   -1
DFT total energy   -1926.578385 hartree
2S+1   2
HOMO-LUMO gap (alpha / beta)   1.4 / 9.2 eV